Record 1
Formula: C19H17ClN4O2
Source: the Open Molecules 2025 dataset
Level of theory: ωB97M-V/def2-TZVPD

As for the total energy: -1563.8899 hartree. The spin multiplicity is 1. As for the energy above the lowest of the compared OMol25 structures with the same formula, charge and spin: 30.0 kcal/mol. The HOMO-LUMO gap comes out at 8.194 eV. The value obtained for the HOMO energy is -7.94 eV. Its structure (SMILES) is C=CCOc1ccc(/C=N/NC(=O)c2c(C)nc3ccc(Cl)cn23)cc1.

Geometry (Å):
C: -8.199 -0.125 -1.752
C: -7.056 0.153 -1.155
C: -6.929 0.469 0.309
O: -5.955 1.457 0.578
C: -4.635 1.146 0.498
C: -4.112 -0.118 0.230
C: -2.745 -0.306 0.193
C: -1.863 0.751 0.417
C: -2.396 2.015 0.686
C: -3.756 2.210 0.726
H: -4.176 3.181 0.934
H: -1.730 2.847 0.863
C: -0.427 0.568 0.377
N: 0.058 -0.586 0.126
N: 1.385 -0.846 0.072
C: 2.467 -0.018 0.210
O: 2.381 1.187 0.388
C: 3.753 -0.714 0.115
C: 4.132 -2.063 0.164
N: 5.462 -2.186 0.066
C: 5.954 -0.960 -0.042
C: 7.281 -0.535 -0.176
C: 7.545 0.804 -0.269
C: 6.479 1.724 -0.225
C: 5.183 1.308 -0.093
N: 4.934 -0.017 -0.005
H: 4.338 1.977 -0.044
Cl: 6.812 3.412 -0.338
H: 8.554 1.168 -0.372
H: 8.058 -1.279 -0.204
C: 3.307 -3.292 0.326
H: 3.983 -4.122 0.517
H: 2.748 -3.517 -0.583
H: 2.615 -3.199 1.162
H: 1.556 -1.819 -0.137
H: 0.177 1.451 0.567
H: -2.337 -1.282 -0.014
H: -4.759 -0.961 0.046
H: -7.865 0.887 0.688
H: -6.713 -0.448 0.878
H: -6.129 0.172 -1.711
H: -8.248 -0.357 -2.801
H: -9.132 -0.138 -1.213

Force components x, y, z for each atom (eV/Å):
0.0 0.0 -0.1
0.2 0.2 0.2
-0.3 -0.4 0.1
0.1 0.2 0.0
0.3 0.2 0.1
-0.4 0.0 0.0
0.2 0.3 0.1
-0.8 -0.1 0.0
0.1 -0.3 -0.1
-0.4 -0.1 0.0
0.0 0.1 0.0
0.1 0.1 0.0
0.9 0.1 0.0
-0.6 0.1 0.0
0.4 -0.3 0.0
-0.1 -0.2 0.0
-0.1 0.1 0.0
-0.2 -0.6 0.1
-0.1 0.6 0.0
0.4 -0.3 0.0
-0.4 0.1 0.0
0.2 0.4 0.0
-0.1 -0.3 0.0
-0.4 -0.3 0.0
0.4 1.0 -0.1
0.5 -0.5 0.0
0.1 -0.1 0.0
0.0 0.2 0.0
0.1 0.0 0.0
0.1 -0.1 0.0
0.0 0.0 0.0
0.0 0.0 0.0
-0.1 -0.1 0.0
-0.1 -0.1 0.0
0.0 0.3 0.0
0.1 -0.1 0.0
0.0 -0.1 0.0
-0.1 0.0 0.0
0.1 -0.1 0.0
0.0 0.2 0.0
0.1 0.0 -0.1
0.0 -0.1 -0.2
-0.2 0.0 0.2

Just the natural (NBO) charges please, in e? Sure, here they are:
1 C -0.379
2 C -0.209
3 C -0.107
4 O -0.484
5 C 0.313
6 C -0.314
7 C -0.162
8 C -0.057
9 C -0.188
10 C -0.250
11 H 0.224
12 H 0.215
13 C 0.036
14 N -0.261
15 N -0.427
16 C 0.633
17 O -0.635
18 C -0.087
19 C 0.214
20 N -0.477
21 C 0.330
22 C -0.214
23 C -0.209
24 C -0.084
25 C -0.001
26 N -0.266
27 H 0.272
28 Cl 0.024
29 H 0.235
30 H 0.242
31 C -0.668
32 H 0.252
33 H 0.221
34 H 0.228
35 H 0.397
36 H 0.207
37 H 0.228
38 H 0.219
39 H 0.205
40 H 0.184
41 H 0.209
42 H 0.204
43 H 0.190

=====

Record 2
Formula: C19H17FN2O
Source: the Open Molecules 2025 dataset
Level of theory: ωB97M-V/def2-TZVPD

As for the total energy: -1018.8522 hartree. The spin multiplicity is 1. As for the energy above the lowest of the compared OMol25 structures with the same formula, charge and spin: 13.2 kcal/mol. The HOMO-LUMO gap comes out at 8.709 eV. The value obtained for the HOMO energy is -8.47 eV. Its structure (SMILES) is FCCCOc1ccc(-c2ccnc(-c3ccccc3)n2)cc1.

Geometry (Å):
F: 7.470 0.991 -0.745
C: 6.250 0.643 -1.274
C: 5.156 1.526 -0.691
C: 4.907 1.188 0.783
O: 4.368 -0.106 0.953
C: 3.053 -0.334 0.695
C: 2.113 0.627 0.332
C: 0.801 0.259 0.114
C: 0.387 -1.065 0.236
C: 1.332 -2.023 0.607
C: 2.640 -1.662 0.835
H: 3.375 -2.394 1.132
H: 1.042 -3.053 0.743
C: -1.016 -1.404 -0.017
N: -1.891 -0.403 0.052
C: -3.173 -0.661 -0.170
N: -3.667 -1.864 -0.468
C: -2.804 -2.860 -0.551
C: -1.447 -2.696 -0.336
H: -0.763 -3.523 -0.430
H: -3.225 -3.826 -0.804
C: -4.115 0.457 -0.082
C: -3.674 1.720 0.310
C: -4.566 2.772 0.390
C: -5.903 2.577 0.081
C: -6.347 1.323 -0.308
C: -5.461 0.266 -0.390
H: -5.789 -0.716 -0.691
H: -7.390 1.171 -0.548
H: -6.598 3.401 0.145
H: -4.221 3.749 0.696
H: -2.631 1.853 0.552
H: 0.070 1.001 -0.166
H: 2.388 1.665 0.221
H: 5.862 1.163 1.314
H: 4.267 1.944 1.252
H: 4.245 1.374 -1.271
H: 5.457 2.572 -0.771
H: 6.083 -0.409 -1.022
H: 6.333 0.766 -2.358

Force components x, y, z for each atom (eV/Å):
0.7 0.3 0.4
-0.6 -0.1 -0.3
0.2 -0.5 0.3
0.1 0.5 -0.2
-0.2 -0.3 0.0
-0.2 -0.2 0.0
0.4 0.1 0.1
-0.1 -0.3 0.0
0.4 0.2 0.1
-0.1 0.2 -0.1
0.2 0.1 0.0
0.1 -0.1 0.0
0.0 -0.1 0.0
-0.5 -0.4 -0.1
0.1 0.1 0.1
0.3 -0.5 -0.1
-0.4 0.1 0.0
0.3 -0.1 0.0
-0.1 0.3 0.1
0.1 -0.1 0.0
0.1 -0.1 0.0
-0.4 0.5 0.0
0.0 -0.1 0.0
0.0 0.1 0.0
0.0 0.0 0.0
-0.1 0.1 0.0
0.1 0.0 0.0
0.0 -0.1 0.0
-0.1 0.0 0.0
-0.1 0.1 0.0
0.0 0.1 0.0
0.1 0.0 0.0
0.0 0.1 0.0
0.1 0.1 0.0
-0.2 0.1 0.0
0.1 -0.1 0.0
0.0 0.1 0.0
0.0 0.0 -0.1
-0.1 0.1 -0.1
-0.1 -0.1 0.1

Just the natural (NBO) charges please, in e? Sure, here they are:
1 F -0.372
2 C 0.056
3 C -0.471
4 C -0.070
5 O -0.494
6 C 0.324
7 C -0.318
8 C -0.152
9 C -0.054
10 C -0.186
11 C -0.251
12 H 0.224
13 H 0.213
14 C 0.238
15 N -0.476
16 C 0.384
17 N -0.465
18 C 0.092
19 C -0.314
20 H 0.222
21 H 0.195
22 C -0.031
23 C -0.186
24 C -0.221
25 C -0.198
26 C -0.220
27 C -0.184
28 H 0.234
29 H 0.212
30 H 0.211
31 H 0.212
32 H 0.229
33 H 0.234
34 H 0.219
35 H 0.208
36 H 0.179
37 H 0.220
38 H 0.222
39 H 0.171
40 H 0.165

=====

Record 3
Formula: C19H17IrN4O2S4
Source: the Open Molecules 2025 dataset
Level of theory: ωB97M-V/def2-TZVPD

As for the expectation value of S²: 0.76. As for the total energy: -2800.6588 hartree. As for the total charge: +1. The spin multiplicity is 2. As for the energy above the lowest of the compared OMol25 structures with the same formula, charge and spin: 0.0 kcal/mol. The HOMO-LUMO gap (alpha / beta) comes out at 6.905 / 6.229 eV. The value obtained for the HOMO energy (alpha / beta) is -11.06 / -11.55 eV.

Geometry (Å):
Ir: -0.171 -0.003 0.514
C: -0.044 3.931 4.479
C: 0.996 4.337 3.650
C: 1.355 3.580 2.551
C: 0.660 2.402 2.286
C: -0.378 1.989 3.111
C: -0.729 2.757 4.210
N: 0.980 1.591 1.154
N: 1.979 1.916 0.476
C: 2.174 1.097 -0.625
C: 3.238 1.345 -1.493
C: 3.384 0.542 -2.606
C: 2.479 -0.493 -2.834
C: 1.417 -0.741 -1.970
C: 1.251 0.062 -0.852
H: -0.315 4.530 5.338
H: 1.531 5.252 3.864
H: 2.161 3.888 1.901
H: -0.898 1.058 2.918
H: -1.531 2.432 4.859
H: 3.921 2.156 -1.278
H: 4.198 0.712 -3.296
H: 2.600 -1.123 -3.706
H: 0.732 -1.552 -2.178
S: -1.608 -1.594 -0.286
S: -1.185 -3.386 0.565
S: 0.656 -3.265 1.354
S: 0.907 -1.341 1.971
O: 1.958 4.261 -4.836
C: 0.575 4.519 -4.871
N: 0.057 3.831 -3.706
C: -1.263 3.829 -3.438
O: -2.085 4.378 -4.145
C: -1.706 3.093 -2.198
C: -2.949 3.397 -1.659
C: -3.372 2.714 -0.532
C: -2.550 1.746 0.010
N: -1.356 1.435 -0.519
C: -0.950 2.100 -1.608
H: 2.386 4.734 -5.556
H: 0.098 4.115 -5.768
H: 0.354 5.588 -4.806
H: 0.748 3.517 -3.045
H: -3.557 4.153 -2.139
H: -4.328 2.917 -0.073
H: -2.849 1.187 0.887
H: 0.000 1.796 -2.027

Force components x, y, z for each atom (eV/Å):
-0.1 0.2 -0.2
0.0 0.0 0.0
0.0 0.0 0.0
0.0 0.0 0.0
0.0 0.0 0.0
0.0 0.0 0.0
0.0 0.0 0.0
0.1 0.0 -0.1
0.0 0.1 0.2
0.0 -0.1 -0.2
0.0 0.0 0.1
0.0 0.0 0.0
0.0 0.0 0.0
0.0 0.0 0.0
0.1 0.0 0.0
0.0 0.0 0.0
0.0 0.0 0.0
0.0 0.0 0.0
0.0 0.0 0.0
0.0 0.0 0.0
0.0 0.0 0.0
0.0 0.0 0.0
0.0 0.0 0.0
0.0 0.0 0.0
0.1 0.0 0.0
0.0 -0.1 0.0
0.0 0.0 0.0
0.1 -0.1 0.0
0.0 0.0 0.0
0.0 0.0 0.0
0.0 0.0 0.0
0.0 0.0 0.0
0.0 0.0 0.0
0.0 0.0 0.0
0.0 0.0 0.0
0.0 0.0 0.0
0.0 0.0 0.0
-0.1 0.0 0.1
0.1 0.0 -0.1
0.0 0.0 0.0
0.0 0.0 0.0
0.0 0.0 0.0
0.0 0.0 0.0
0.0 0.0 0.0
0.0 0.0 0.0
0.0 0.0 0.0
0.0 0.0 0.0

Just the natural (NBO) charges please, in e? Sure, here they are:
1 Ir 0.572
2 C -0.174
3 C -0.186
4 C -0.219
5 C 0.153
6 C -0.237
7 C -0.187
8 N -0.195
9 N -0.096
10 C 0.030
11 C -0.164
12 C -0.227
13 C -0.141
14 C -0.278
15 C -0.053
16 H 0.232
17 H 0.233
18 H 0.245
19 H 0.211
20 H 0.230
21 H 0.240
22 H 0.237
23 H 0.233
24 H 0.235
25 S -0.142
26 S 0.182
27 S 0.149
28 S -0.133
29 O -0.720
30 C 0.109
31 N -0.611
32 C 0.648
33 O -0.589
34 C -0.148
35 C -0.074
36 C -0.234
37 C 0.062
38 N -0.468
39 C 0.071
40 H 0.489
41 H 0.177
42 H 0.170
43 H 0.411
44 H 0.264
45 H 0.249
46 H 0.220
47 H 0.225

=====

Record 4
Formula: C19H17N3O3
Source: the Open Molecules 2025 dataset
Level of theory: ωB97M-V/def2-TZVPD

As for the total energy: -1124.2725 hartree. The spin multiplicity is 1. As for the energy above the lowest of the compared OMol25 structures with the same formula, charge and spin: 1.1 kcal/mol. The HOMO-LUMO gap comes out at 8.774 eV. The value obtained for the HOMO energy is -8.52 eV. Its structure (SMILES) is C[C@@H](NC(=O)c1ccccc1C(=O)O)c1ccc(-n2ccnc2)cc1.

Geometry (Å):
C: 2.559 1.952 -0.451
H: 2.793 2.739 0.261
H: 2.872 2.269 -1.443
H: 3.115 1.058 -0.175
C: 1.061 1.664 -0.439
N: 0.761 0.658 -1.444
C: -0.515 0.387 -1.771
O: -1.469 0.885 -1.203
C: -0.721 -0.670 -2.823
C: -1.653 -1.650 -2.493
C: -1.995 -2.648 -3.385
C: -1.431 -2.662 -4.650
C: -0.531 -1.678 -5.009
C: -0.153 -0.686 -4.103
C: 0.841 0.306 -4.581
O: 1.799 0.712 -3.964
O: 0.604 0.690 -5.837
H: 1.283 1.317 -6.134
H: -0.100 -1.673 -5.998
H: -1.701 -3.429 -5.360
H: -2.709 -3.406 -3.099
H: -2.112 -1.603 -1.516
H: 1.509 0.379 -2.065
C: 0.616 1.187 0.924
C: 0.005 2.056 1.816
C: -0.386 1.625 3.069
C: -0.180 0.302 3.446
C: 0.428 -0.576 2.555
C: 0.825 -0.131 1.309
H: 1.288 -0.822 0.620
H: 0.575 -1.609 2.832
N: -0.587 -0.142 4.711
C: -1.672 0.274 5.420
N: -1.783 -0.343 6.559
C: -0.726 -1.198 6.620
C: 0.021 -1.098 5.484
H: 0.925 -1.587 5.186
H: -0.576 -1.828 7.473
H: -2.366 1.003 5.052
H: -0.848 2.314 3.759
H: -0.170 3.082 1.528
H: 0.504 2.579 -0.683

Force components x, y, z for each atom (eV/Å):
-0.2 0.0 -0.1
0.0 0.0 0.1
0.1 0.1 -0.1
0.1 -0.1 0.0
-0.1 0.1 0.1
0.4 0.2 0.2
0.2 -0.2 -0.1
-0.1 0.1 0.1
-0.1 0.0 -0.2
0.1 0.0 0.0
0.0 0.0 0.0
0.0 0.0 0.0
0.0 0.0 0.0
-0.2 -0.2 0.0
0.5 0.2 0.2
0.0 0.0 -0.1
-0.3 0.1 -0.5
0.0 -0.2 0.3
0.0 0.0 -0.1
0.0 -0.1 -0.1
-0.1 -0.1 0.0
-0.1 0.0 0.1
-0.2 0.0 -0.1
-0.1 0.1 0.1
0.1 -0.2 -0.1
0.0 -0.2 0.2
0.2 0.3 -0.7
-0.1 0.0 0.2
0.0 0.2 0.0
0.0 -0.1 -0.1
0.0 -0.1 0.0
-0.2 -0.1 0.4
-0.1 0.1 0.0
-0.4 0.2 0.3
0.2 -0.1 -0.2
0.2 -0.2 0.3
0.2 -0.1 -0.1
0.1 -0.2 0.1
-0.1 0.2 -0.2
0.0 0.1 0.1
0.0 0.1 -0.1
0.1 -0.1 0.1

Just the natural (NBO) charges please, in e? Sure, here they are:
1 C -0.609
2 H 0.223
3 H 0.218
4 H 0.209
5 C -0.055
6 N -0.622
7 C 0.661
8 O -0.611
9 C -0.111
10 C -0.164
11 C -0.187
12 C -0.205
13 C -0.190
14 C -0.100
15 C 0.784
16 O -0.612
17 O -0.670
18 H 0.503
19 H 0.228
20 H 0.220
21 H 0.220
22 H 0.237
23 H 0.434
24 C -0.029
25 C -0.179
26 C -0.222
27 C 0.145
28 C -0.230
29 C -0.155
30 H 0.211
31 H 0.217
32 N -0.354
33 C 0.173
34 N -0.451
35 C -0.091
36 C -0.104
37 H 0.218
38 H 0.207
39 H 0.198
40 H 0.220
41 H 0.215
42 H 0.208